No. 1
{"formula": "C5H7NO", "method": "ωB97M-V/def2-TZVPD", "elements": ["C", "N", "C", "C", "C", "C", "O", "H", "H", "H", "H", "H", "H", "H"], "xyz": [[0.76811, -1.78967, 0.09385], [-0.38753, -1.62252, -0.77064], [0.04386, -0.44793, -0.10941], [-0.78154, 0.46648, 0.79741], [0.20980, 1.64819, 0.62580], [-0.06071, 1.03479, -0.74531], [-1.48149, 0.96366, -0.39581], [0.50785, -2.56202, 0.83501], [1.81685, -1.88022, -0.18335], [-0.29468, -1.67097, -1.77615], [-1.35116, 0.18051, 1.68023], [1.23135, 1.59489, 1.00878], [-0.25939, 2.62988, 0.77899], [0.12792, 1.46683, -1.73795]], "max_force_ev_per_a": 1.18, "gap_ha": 0.3754, "total_energy_ha": -324.53511, "e_above_lowest_kj_mol": 497.2, "lumo_energy_ev": 1.09, "total_charge": 0}


No. 2
{"formula": "C39H36EuN5O5PS3", "method": "ωB97M-V/def2-TZVPD", "elements": ["Eu", "C", "N", "C", "C", "N", "C", "C", "C", "C", "C", "C", "C", "S", "C", "C", "C", "C", "C", "C", "S", "H", "H", "H", "H", "H", "H", "H", "H", "H", "H", "H", "H", "H", "H", "H", "H", "H", "H", "O", "C", "O", "C", "P", "C", "C", "C", "C", "C", "C", "C", "C", "C", "C", "C", "C", "H", "H", "H", "H", "H", "H", "H", "H", "H", "H", "H", "H", "O", "S", "O", "O", "C", "N", "C", "C", "C", "N", "C", "C", "C", "N", "C", "C", "H", "H", "H", "H", "H", "H"], "xyz": [[-1.00702, 1.43880, 0.38624], [-1.91457, 0.78638, -2.84780], [-2.68380, 1.61611, -1.97162], [-2.60751, 3.05847, -2.14973], [-2.83484, 3.91219, -0.88670], [-1.53576, 4.11321, -0.18860], [-1.58191, 4.68738, 1.19508], [-0.56846, 4.87780, -0.97097], [-0.85910, 6.25189, -1.12035], [0.10960, 7.04080, -1.72701], [1.23494, 6.46149, -2.37155], [1.44970, 5.09764, -2.26953], [0.55025, 4.25428, -1.49692], [0.98537, 2.59293, -1.21845], [-4.02441, 1.19706, -1.89832], [-4.77772, 1.26492, -3.05499], [-6.08284, 0.79181, -3.07942], [-6.64121, 0.24571, -1.94203], [-5.93440, 0.24930, -0.74054], [-4.61009, 0.70595, -0.68982], [-3.81104, 0.64476, 0.83568], [-2.02412, 1.07197, -3.92338], [-2.24345, -0.25521, -2.69723], [-0.87294, 0.77260, -2.55927], [-3.29756, 3.32531, -2.94593], [-1.61208, 3.42398, -2.50386], [-3.58394, 3.46640, -0.21851], [-3.25321, 4.86397, -1.24042], [-2.00766, 5.67968, 1.27970], [-0.61618, 4.79036, 1.63728], [-2.17049, 3.94864, 1.80847], [-1.78426, 6.64040, -0.71057], [-0.05649, 8.10502, -1.96789], [1.83277, 7.08233, -3.02482], [2.40746, 4.68997, -2.69236], [-4.33094, 1.63750, -3.96164], [-6.64190, 0.89014, -3.98588], [-7.67206, -0.11597, -1.96334], [-6.26179, -0.20850, 0.16344], [0.24003, 1.82215, 4.74558], [0.46782, 1.90015, 3.55029], [-0.40023, 1.94857, 2.60534], [1.94088, 2.05112, 3.02659], [2.47993, 0.59240, 1.99059], [2.50993, -0.80126, 3.25262], [2.48603, -0.58316, 4.62777], [2.42847, -1.63522, 5.52347], [2.63772, -2.92189, 5.03128], [2.64254, -3.13517, 3.65166], [2.53732, -2.07038, 2.74825], [4.24998, 0.84807, 1.62430], [4.54337, 1.60983, 0.52699], [5.88310, 1.57704, 0.08709], [6.77361, 0.78541, 0.71399], [6.49646, 0.00221, 1.82841], [5.21703, 0.07902, 2.31331], [2.65181, 2.11426, 3.84380], [1.97921, 2.87969, 2.27415], [2.50523, 0.44430, 5.02917], [2.25577, -1.42643, 6.57895], [2.66688, -3.79791, 5.64226], [2.68393, -4.15072, 3.31205], [2.39396, -2.18259, 1.67129], [3.78923, 2.16552, 0.02881], [6.03321, 2.25293, -0.76749], [7.79469, 0.79420, 0.34050], [7.30586, -0.49548, 2.39801], [4.93779, -0.41085, 3.25542], [-2.50214, -9.35853, -0.49572], [-1.11165, -9.35956, -0.08041], [-0.28201, -10.52444, -0.39003], [-0.83651, -8.84109, 1.23945], [-0.49539, -7.96285, -1.21168], [-0.22226, -8.20604, -2.47314], [-0.01372, -7.15070, -3.28219], [0.07093, -5.82885, -2.79145], [-0.25083, -5.68038, -1.44292], [-0.46528, -6.73125, -0.67508], [-0.23618, -4.29429, -0.81042], [-1.33348, -3.77832, -0.04911], [-1.33035, -2.46237, 0.29815], [-0.34202, -1.61854, 0.00630], [0.65467, -2.05139, -0.78496], [0.72368, -3.36519, -1.22219], [0.10401, -7.30519, -4.35523], [0.33486, -5.03038, -3.52399], [-2.16111, -4.52107, 0.12549], [-2.10546, -2.01727, 0.91630], [1.43634, -1.41063, -0.97504], [1.56597, -3.85498, -1.76306]], "s2": 15.76, "max_force_ev_per_a": 3.40, "gap_ha": [0.2340, 0.2508], "spin_multiplicity": 8, "total_energy_ha": -4404.15189, "e_above_lowest_kj_mol": 32.7, "lumo_energy_ev": [3.70, 3.70], "total_charge": -2}